1.
{"formula": "C18H17BCl2F4N7O2S2Zr", "method": "ωB97M-V/def2-TZVPD", "symbols": ["Zr", "S", "C", "N", "C", "C", "C", "C", "C", "C", "S", "H", "H", "H", "H", "F", "B", "F", "F", "F", "Cl", "C", "Cl", "C", "O", "O", "H", "N", "N", "N", "C", "N", "N", "H", "H", "H", "C", "C", "C", "C", "C", "C", "C", "C", "N", "H", "H", "H", "H", "H", "H", "H", "H", "H"], "positions_angstrom": [[0.54, 0.10, 0.93], [0.52, 2.62, 2.55], [-0.42, 1.50, 3.35], [-0.65, 0.30, 2.83], [-1.54, -0.47, 3.56], [-2.09, -1.68, 3.17], [-2.98, -2.32, 4.02], [-3.32, -1.76, 5.25], [-2.81, -0.52, 5.63], [-1.93, 0.12, 4.77], [-1.20, 1.70, 4.92], [-1.86, -2.08, 2.19], [-3.42, -3.26, 3.72], [-4.01, -2.27, 5.91], [-3.10, -0.06, 6.56], [3.83, 2.23, 1.60], [3.33, 1.06, 1.13], [4.24, 0.22, 0.57], [2.25, 1.32, 0.13], [2.54, 0.35, 2.13], [-2.40, -1.11, -2.79], [-2.30, 0.30, -1.70], [-3.75, 0.43, -0.69], [-1.04, 0.21, -0.83], [-0.88, 1.28, 0.02], [-0.98, -0.93, -0.04], [-2.27, 1.18, -2.34], [1.20, -3.19, -1.38], [1.08, -3.04, -0.11], [0.53, -3.92, 0.74], [0.53, -3.25, 1.90], [1.08, -2.06, 1.81], [1.50, -1.94, 0.52], [0.32, -0.83, -1.95], [0.81, -4.12, -1.56], [0.11, -3.65, 2.80], [1.89, -1.00, -3.56], [1.50, 0.45, -3.63], [2.01, 1.21, -4.68], [1.71, 2.55, -4.79], [0.91, 3.13, -3.83], [0.38, 2.41, -2.75], [-0.39, 3.25, -1.76], [0.67, 1.03, -2.66], [0.22, 0.13, -1.63], [1.02, -1.67, -3.65], [2.37, -1.25, -2.62], [2.57, -1.25, -4.37], [2.65, 0.73, -5.41], [2.10, 3.14, -5.61], [0.69, 4.19, -3.89], [-0.50, 4.26, -2.16], [0.13, 3.32, -0.81], [-1.38, 2.87, -1.52]], "lumo_ev": 2.45, "homo_lumo_gap_ha": 0.290, "total_charge": -1, "fmax_ha_per_bohr": 0.016, "energy_ev": -93022.240}

=====

2.
{"formula": "C18H17BrCuN2O4S", "method": "ωB97M-V/def2-TZVPD", "symbols": ["Cu", "O", "C", "C", "C", "N", "C", "Br", "C", "H", "H", "H", "H", "C", "C", "C", "C", "C", "C", "C", "H", "H", "H", "H", "H", "H", "H", "N", "C", "C", "C", "C", "C", "C", "S", "O", "O", "O", "H", "H", "H", "H", "H", "H"], "positions_angstrom": [[-0.40, -0.34, -0.09], [1.45, 0.88, 5.61], [0.94, 0.62, 4.41], [-0.36, 0.15, 4.20], [-0.78, -0.09, 2.91], [0.01, 0.11, 1.84], [1.24, 0.56, 2.06], [2.28, 0.87, 0.51], [1.76, 0.83, 3.30], [0.80, 0.71, 6.31], [-1.04, -0.02, 5.02], [-1.78, -0.43, 2.70], [2.77, 1.21, 3.42], [-0.06, -2.09, -1.06], [-0.04, -1.43, -2.34], [1.17, -0.93, -2.88], [1.18, -0.20, -4.05], [-0.02, 0.06, -4.72], [-1.22, -0.44, -4.22], [-1.23, -1.18, -3.06], [0.88, -2.51, -0.72], [-0.91, -2.74, -0.86], [2.10, -1.13, -2.36], [2.11, 0.17, -4.46], [-0.01, 0.65, -5.63], [-2.14, -0.25, -4.75], [-2.17, -1.57, -2.67], [-1.19, 1.36, -1.07], [-2.61, 1.41, -0.75], [-3.22, 0.26, -0.25], [-4.56, 0.27, 0.09], [-5.28, 1.45, -0.05], [-4.69, 2.59, -0.55], [-3.35, 2.57, -0.91], [-7.04, 1.38, 0.41], [-7.01, 0.79, 1.74], [-7.59, 0.52, -0.62], [-7.49, 2.76, 0.36], [-0.75, 2.25, -0.88], [-1.05, 1.17, -2.06], [-2.63, -0.65, -0.15], [-5.06, -0.60, 0.48], [-5.30, 3.48, -0.64], [-2.87, 3.47, -1.30]], "lumo_ev": [-0.55, -2.73], "spin_multiplicity": 2, "homo_lumo_gap_ha": [0.253, 0.173], "fmax_ha_per_bohr": 0.015, "s_squared": 0.781, "energy_ev": -155627.985}

=====

3.
{"formula": "C18H17ClCrN5O3S", "method": "ωB97M-V/def2-TZVPD", "symbols": ["Cr", "N", "C", "S", "N", "N", "C", "C", "C", "C", "C", "C", "C", "O", "H", "H", "H", "H", "H", "H", "H", "C", "N", "C", "C", "N", "H", "H", "H", "H", "H", "H", "Cl", "C", "C", "C", "C", "C", "C", "C", "O", "O", "H", "H", "H", "H"], "positions_angstrom": [[0.41, -0.32, -0.61], [-2.15, -2.14, 2.50], [-1.46, -1.38, 1.56], [-0.81, -2.25, 0.20], [-1.39, -0.12, 1.82], [-0.66, 0.61, 0.88], [-0.76, 1.88, 1.03], [-0.10, 2.91, 0.24], [-0.46, 4.24, 0.50], [0.10, 5.29, -0.19], [1.06, 5.01, -1.17], [1.44, 3.72, -1.44], [0.88, 2.61, -0.75], [1.29, 1.42, -1.02], [-2.53, -3.00, 2.14], [-2.77, -1.60, 3.07], [-1.40, 2.22, 1.84], [-1.21, 4.43, 1.26], [-0.19, 6.31, 0.03], [1.52, 5.82, -1.72], [2.19, 3.49, -2.19], [1.76, -4.17, -0.98], [2.28, -3.81, 0.33], [1.73, -4.56, 1.46], [2.52, -2.52, 0.56], [2.75, -1.41, 0.76], [2.11, -5.18, -1.23], [2.10, -3.45, -1.72], [0.66, -4.16, -0.98], [2.00, -5.61, 1.34], [0.64, -4.46, 1.49], [2.15, -4.19, 2.39], [5.46, 1.39, -6.93], [4.18, 0.85, -5.85], [2.86, 1.08, -6.20], [1.86, 0.65, -5.34], [2.18, 0.01, -4.15], [3.51, -0.20, -3.82], [4.52, 0.22, -4.67], [1.06, -0.41, -3.22], [-0.08, -0.04, -3.46], [1.43, -1.13, -2.21], [2.63, 1.58, -7.13], [0.82, 0.83, -5.56], [3.74, -0.68, -2.88], [5.57, 0.07, -4.41]], "lumo_ev": [2.75, 2.75], "spin_multiplicity": 5, "homo_lumo_gap_ha": [0.264, 0.273], "total_charge": -1, "fmax_ha_per_bohr": 0.009, "s_squared": 6.015, "energy_ev": -84318.743}

=====

Computed molecular weight, in the same sequence as the records: 676.4; 500.9; 470.9 g/mol.